Entry 1:
342
Properties=species:S:1:pos:R:3 method="wB97M-V/def2-TZVPD" largest_force_ha_per_bohr=0.0705 homo_lumo_gap_ev=8.7766 spin_multiplicity=1 homo_energy_ha=-0.306 total_charge=0
C 5.905 5.288 1.459
O 4.617 5.361 1.996
C 4.484 4.769 3.232
C 3.065 4.917 3.665
N 2.057 4.180 2.947
C 1.740 4.717 1.649
C 0.579 4.014 1.019
O -0.609 4.228 1.713
C -1.080 5.490 1.314
H 6.573 6.107 1.802
H 5.778 5.382 0.382
H 6.361 4.282 1.626
H 5.171 5.200 4.030
H 4.646 3.681 3.115
H 2.771 5.981 3.704
H 2.993 4.614 4.713
H 1.235 4.048 3.519
H 2.623 4.661 1.036
H 1.464 5.787 1.710
H 0.787 2.941 1.040
H 0.479 4.338 -0.045
H -1.156 5.515 0.202
H -0.386 6.281 1.708
H -2.040 5.566 1.788
C -0.364 0.381 1.588
O -1.362 -0.575 2.086
C -2.581 -0.043 2.719
C -3.328 0.916 1.765
N -3.312 0.311 0.468
C -3.382 1.311 -0.620
C -2.941 0.640 -1.886
O -1.591 0.359 -1.834
C -1.202 -0.643 -2.846
H -0.576 0.646 0.508
H 0.619 -0.142 1.630
H -0.240 1.314 2.233
H -2.368 0.404 3.635
H -3.119 -0.959 3.031
H -2.977 1.908 1.938
H -4.351 0.972 2.098
H -2.469 -0.301 0.407
H -2.867 2.245 -0.367
H -4.454 1.585 -0.726
H -3.050 1.256 -2.823
H -3.477 -0.308 -2.015
H -1.159 -0.031 -3.741
H -1.737 -1.557 -2.885
H -0.149 -0.811 -2.624
C -5.646 -3.071 -1.982
O -6.482 -2.504 -1.058
C -6.256 -1.118 -0.877
C -7.346 -0.519 -0.058
N -7.561 -1.200 1.253
C -6.501 -0.963 2.239
C -6.755 -1.605 3.582
O -5.483 -1.412 4.331
C -5.644 -1.815 5.673
H -5.573 -4.147 -1.893
H -4.653 -2.660 -1.885
H -6.064 -2.784 -2.955
H -6.271 -0.700 -1.882
H -5.301 -1.074 -0.359
H -8.295 -0.587 -0.619
H -7.119 0.499 0.156
H -7.571 -2.213 1.028
H -6.413 0.080 2.384
H -5.511 -1.401 2.032
H -6.958 -2.650 3.444
H -7.552 -1.028 4.117
H -6.499 -1.328 6.139
H -4.754 -1.508 6.250
H -5.602 -2.912 5.746
C 8.021 0.647 -0.022
O 7.282 -0.288 0.861
C 6.056 0.220 1.236
C 5.141 -0.856 1.814
N 4.263 -0.244 2.761
C 3.081 -1.119 3.043
C 2.144 -0.632 4.171
O 2.925 -0.093 5.238
C 3.583 -1.049 6.034
H 8.631 0.051 -0.651
H 8.780 1.266 0.513
H 7.391 1.237 -0.689
H 5.436 0.747 0.500
H 6.222 1.009 1.977
H 5.693 -1.719 2.261
H 4.611 -1.369 0.999
H 4.755 0.070 3.584
H 3.443 -2.172 3.261
H 2.551 -1.201 2.115
H 1.570 -1.471 4.545
H 1.509 0.191 3.883
H 4.488 -1.418 5.597
H 3.008 -1.904 6.277
H 3.815 -0.561 6.965
C 5.831 -8.496 -6.592
O 4.985 -8.097 -5.499
C 5.763 -7.580 -4.469
C 4.791 -7.284 -3.325
N 3.622 -6.586 -3.704
C 3.849 -5.148 -4.108
C 2.581 -4.337 -4.225
O 2.874 -2.959 -4.491
C 3.087 -2.180 -3.356
H 5.138 -8.917 -7.341
H 6.473 -9.302 -6.221
H 6.382 -7.627 -6.943
H 6.244 -6.687 -4.805
H 6.571 -8.230 -4.215
H 5.374 -6.626 -2.637
H 4.540 -8.192 -2.743
H 3.239 -7.110 -4.495
H 4.461 -5.177 -5.031
H 4.494 -4.710 -3.318
H 2.090 -4.551 -3.288
H 2.050 -4.617 -5.118
H 2.296 -2.352 -2.646
H 2.936 -1.151 -3.670
H 4.051 -2.358 -2.857
C -0.660 -8.323 3.931
O -0.807 -6.999 4.417
C -1.785 -6.287 3.649
C -2.495 -5.436 4.642
N -1.627 -4.386 5.211
C -2.446 -3.462 5.970
C -1.574 -2.498 6.681
O -2.291 -1.550 7.426
C -2.408 -0.292 6.783
H 0.143 -8.742 4.461
H -0.357 -8.294 2.865
H -1.609 -8.947 4.083
H -2.382 -6.961 3.099
H -1.244 -5.719 2.900
H -2.914 -6.004 5.438
H -3.330 -4.933 4.217
H -0.951 -4.822 5.775
H -3.176 -3.951 6.638
H -3.034 -2.946 5.223
H -0.926 -1.961 5.931
H -0.877 -3.004 7.382
H -3.049 -0.305 5.919
H -1.404 0.047 6.538
H -2.818 0.431 7.508
C 0.842 9.407 -3.056
O 0.184 8.131 -3.255
C 0.825 7.017 -2.662
C 0.105 5.821 -3.132
N -1.173 5.776 -2.534
C -2.088 5.037 -3.324
C -3.434 4.920 -2.720
O -4.100 3.873 -3.329
C -5.438 3.697 -2.906
H 0.337 10.200 -3.639
H 1.861 9.293 -3.433
H 0.842 9.712 -1.922
H 0.653 7.062 -1.585
H 1.864 6.992 -2.957
H 0.721 4.946 -2.831
H 0.081 5.862 -4.234
H -1.525 6.686 -2.211
H -1.617 4.047 -3.438
H -2.086 5.462 -4.304
H -4.036 5.878 -2.840
H -3.343 4.753 -1.610
H -6.002 4.628 -3.209
H -5.392 3.640 -1.772
H -5.780 2.728 -3.336
C -6.425 3.879 0.736
O -5.075 4.378 0.570
C -4.852 5.782 1.003
C -4.955 5.875 2.588
N -3.954 5.027 3.240
C -4.122 4.820 4.700
C -5.449 4.179 5.115
O -5.480 2.822 4.723
C -4.718 1.829 5.401
H -6.792 3.831 1.803
H -6.361 2.902 0.354
H -7.136 4.515 0.187
H -5.533 6.436 0.513
H -3.787 5.922 0.616
H -6.059 5.775 2.828
H -4.801 6.935 2.879
H -3.958 4.106 2.812
H -4.073 5.810 5.213
H -3.330 4.145 4.976
H -6.318 4.735 4.678
H -5.547 4.264 6.180
H -3.656 2.127 5.396
H -4.912 0.883 4.895
H -4.956 1.712 6.485
C -0.926 -7.837 -9.644
O -0.785 -6.472 -9.329
C 0.183 -6.209 -8.363
C 0.295 -4.732 -8.176
N -0.789 -4.129 -7.396
C -0.346 -2.897 -6.832
C 0.410 -1.856 -7.733
O -0.430 -1.464 -8.785
C 0.253 -0.495 -9.591
H -1.693 -7.795 -10.402
H -1.219 -8.380 -8.772
H 0.014 -8.269 -10.099
H 1.172 -6.576 -8.609
H -0.046 -6.772 -7.459
H 0.385 -4.196 -9.122
H 1.225 -4.520 -7.745
H -1.700 -4.109 -7.892
H 0.432 -3.086 -5.979
H -1.198 -2.526 -6.299
H 1.295 -2.302 -8.131
H 0.741 -1.036 -7.110
H 0.862 0.177 -9.003
H -0.555 0.042 -10.057
H 0.860 -1.037 -10.295
C -3.105 -4.271 -4.118
O -3.251 -2.879 -4.271
C -4.071 -2.654 -5.402
C -4.412 -1.207 -5.503
N -3.284 -0.417 -5.845
C -3.587 0.985 -6.144
C -2.322 1.693 -6.700
O -1.294 1.576 -5.736
C -0.054 2.201 -6.069
H -4.015 -4.867 -4.180
H -2.640 -4.544 -3.217
H -2.321 -4.670 -4.779
H -5.021 -3.268 -5.359
H -3.441 -2.898 -6.344
H -4.850 -0.854 -4.554
H -5.273 -1.083 -6.257
H -2.662 -0.458 -5.068
H -3.982 1.525 -5.273
H -4.367 1.137 -6.929
H -2.577 2.750 -6.867
H -2.026 1.175 -7.622
H -0.191 3.251 -6.003
H 0.273 1.819 -7.071
H 0.627 1.734 -5.365
C 3.916 -6.015 0.678
O 2.612 -5.559 0.399
C 2.383 -4.194 0.736
C 1.161 -3.655 0.013
N -0.160 -4.174 0.409
C -1.263 -3.565 -0.328
C -2.482 -4.439 -0.305
O -3.131 -4.503 1.002
C -3.660 -3.233 1.411
H 4.647 -5.879 -0.157
H 3.858 -7.098 0.981
H 4.429 -5.506 1.560
H 3.260 -3.594 0.391
H 2.331 -4.063 1.836
H 1.265 -3.708 -1.081
H 1.249 -2.583 0.193
H -0.305 -3.897 1.389
H -0.928 -3.533 -1.361
H -1.383 -2.506 -0.114
H -2.214 -5.444 -0.592
H -3.241 -3.941 -0.962
H -4.088 -3.426 2.380
H -4.495 -2.924 0.778
H -2.955 -2.475 1.341
C 5.030 3.329 9.457
O 4.078 4.091 8.779
C 3.903 3.850 7.377
C 2.982 2.773 6.953
N 1.577 3.136 7.225
C 0.628 2.004 7.083
C 0.821 0.846 8.024
O 0.945 1.201 9.357
C 1.043 0.089 10.181
H 4.530 2.710 10.187
H 5.675 4.064 9.977
H 5.670 2.728 8.797
H 4.896 3.633 6.970
H 3.542 4.799 6.957
H 3.334 1.833 7.335
H 3.103 2.678 5.838
H 1.625 3.508 8.190
H 0.703 1.634 6.048
H -0.357 2.435 7.133
H 1.769 0.331 7.773
H 0.021 0.052 7.978
H 0.568 0.297 11.173
H 1.999 -0.328 10.272
H 0.351 -0.712 9.787
C 3.696 2.846 -1.805
O 2.982 3.835 -2.507
C 3.131 3.867 -3.940
C 3.673 5.198 -4.420
N 4.898 5.658 -3.728
C 6.106 4.822 -3.878
C 7.338 5.665 -3.782
O 7.460 6.214 -2.453
C 8.169 5.374 -1.453
H 4.693 2.743 -2.198
H 3.197 1.873 -1.797
H 3.805 3.141 -0.724
H 2.154 3.532 -4.363
H 3.917 3.133 -4.120
H 2.907 5.988 -4.176
H 3.936 5.228 -5.486
H 4.833 5.976 -2.771
H 6.093 4.397 -4.880
H 6.242 4.022 -3.081
H 7.218 6.542 -4.379
H 8.218 5.024 -3.997
H 9.147 5.021 -1.863
H 7.555 4.581 -0.987
H 8.501 5.941 -0.600
O -0.327 -2.916 2.918
H -0.765 -2.101 2.671
H -0.840 -3.301 3.644
O -1.534 2.847 3.957
H -1.310 3.443 3.228
H -1.157 3.350 4.676
O 3.388 1.913 1.476
H 2.982 2.583 2.086
H 3.565 1.083 2.017
O 2.542 -0.161 -0.370
H 1.810 0.312 -0.845
H 2.919 0.597 0.141
O 1.749 -4.567 4.663
H 1.351 -5.442 4.730
H 1.103 -3.953 4.298
O 1.188 -6.629 -1.646
H 1.832 -6.854 -2.325
H 1.725 -6.186 -0.918
O -0.470 -7.266 0.656
H -0.363 -6.282 0.634
H -0.180 -7.512 -0.227
O -3.437 -1.055 -8.774
H -3.408 -0.959 -7.796
H -2.592 -1.433 -9.101
O 0.132 4.536 5.264
H -0.099 5.445 5.513
H 0.814 4.073 5.843
O 0.737 1.670 -2.245
H -0.202 1.688 -2.010
H 1.186 2.511 -2.113


Entry 2:
26
Properties=species:S:1:pos:R:3 method="wB97M-V/def2-TZVPD" largest_force_ha_per_bohr=0.1124 homo_lumo_gap_ev=10.1707 spin_multiplicity=1 homo_energy_ha=-0.474 total_charge=+1
C 0.555 -1.180 0.153
C -1.413 0.010 -0.796
C 1.195 -1.777 -1.051
C -1.398 -1.348 1.464
C -0.943 2.272 -0.397
C 1.555 1.293 0.849
N -0.812 -1.426 0.190
N -0.534 0.859 -0.161
N 0.784 0.477 -0.096
O -1.121 -0.383 -2.076
H 1.167 -1.381 1.032
H -2.420 0.206 -0.450
H 0.977 -1.281 -1.964
H 0.753 -2.812 -1.140
H 2.223 -1.967 -0.931
H -1.278 -0.236 1.858
H -2.456 -1.518 1.284
H -0.764 -1.927 2.180
H -0.107 2.778 -0.900
H -1.730 2.202 -1.298
H -1.314 2.875 0.424
H 2.470 0.889 1.109
H 1.661 2.295 0.446
H 1.067 1.418 1.820
H 1.203 0.606 -0.979
H -1.836 -0.689 -2.700


Entry 3:
17
Properties=species:S:1:pos:R:3 method="wB97M-V/def2-TZVPD" largest_force_ha_per_bohr=0.0777 homo_lumo_gap_ev="9.2092 / 3.9411" spin_multiplicity=1 homo_energy_ha="-0.494 / -0.382" total_charge=+1
C -0.911 2.159 -2.740
C 0.734 -2.719 1.298
C 1.396 -1.803 2.260
C 0.866 -0.454 0.956
C -1.123 1.922 -0.477
N -1.605 1.849 -1.711
N 1.586 -1.642 0.757
O 0.780 -0.580 2.313
H -1.451 2.018 -3.607
H 0.136 2.222 -2.697
H 1.178 -3.642 0.960
H -0.310 -2.604 1.211
H 2.180 -2.215 2.858
H 0.902 0.483 0.417
H -0.090 1.964 -0.330
H -1.731 1.565 0.395
H -2.537 1.475 -1.865